An isolated ion of composition C9H4FO4 and charge -1 at a distorted geometry. Source: the OMol25 dataset; level of theory: the ωB97M-V functional and the def2-TZVPD basis.

ORCA input file:
```
! wB97M-V def2-TZVPD RIJCOSX def2/J DEFGRID3
* xyz -1 1
O -0.99931 1.43588 2.73826
C -0.03365 1.19103 1.97230
O 1.12018 1.59600 1.98009
C -0.35505 0.17892 0.79717
C -1.65138 -0.42597 0.79370
C -2.15748 -1.09543 -0.32420
C -1.44588 -0.94472 -1.49990
C -0.23165 -0.31173 -1.58303
C 0.31180 0.22032 -0.38844
C 1.68188 0.82445 -0.46302
F 1.87680 2.10115 -0.72624
O 2.61046 -0.07775 -1.19640
C 2.71588 -0.02742 0.17372
O 3.30842 -0.71228 0.92371
H -2.11636 -0.41956 1.87895
H -3.15886 -1.58951 -0.28326
H -1.86768 -1.63997 -2.39242
H 0.39187 -0.30341 -2.40099
*
```

Computed properties:
Calculated total energy = -20305.1952 eV
E_LUMO = 3.427 eV
Orbital gap = 0.310 Ha
Structure (SMILES) = O=C([O-])c1ccccc1[C@]1(F)OC1=O